[1]
82
Properties=species:S:1:pos:R:3:forces:R:3:mulliken_charge:R:1 method="wB97M-V/def2-TZVPD" largest_force_ev_per_a=0.813 energy_ha=-2817.2675 relative_energy_kcal_mol=0.0 homo_energy_ev=-7.9 orbital_gap_ha=0.28789 lumo_ev=-0.10
Bi -0.199778 -0.107530 0.074381 -0.303 -0.162 -0.024 1.309
O -1.903769 1.423518 3.846302 0.073 -0.095 -0.328 -0.714
C -1.314487 1.253530 2.796314 -0.117 -0.176 -0.180 -0.081
O -1.701451 0.518134 1.783589 0.309 0.099 0.461 -0.687
C -0.016007 2.017295 2.550162 -0.059 -0.148 -0.455 0.366
C 0.522407 2.918881 3.442398 0.094 0.139 0.173 -0.906
C 1.651797 3.628814 3.051886 0.057 0.036 -0.004 -0.654
C 2.195842 3.442940 1.784585 0.109 0.124 0.156 -0.705
C 1.594312 2.529406 0.941545 -0.301 -0.181 -0.068 0.274
N 0.527867 1.838722 1.346767 0.092 0.091 0.138 1.410
C 2.023399 2.280033 -0.510652 -0.103 -0.089 -0.209 -0.371
O 3.107244 2.711597 -0.879867 -0.417 -0.154 0.094 -0.739
O 1.135852 1.629001 -1.191504 0.559 0.091 0.307 0.022
H 0.049556 3.052294 4.406720 0.028 0.001 -0.058 0.592
H 2.100285 4.343030 3.733241 -0.018 -0.035 -0.045 0.436
H 3.062973 3.988196 1.433186 -0.061 -0.033 0.032 0.583
N -2.360478 -1.484430 -0.117820 0.245 -0.249 0.495 -0.478
C -2.301895 -2.848997 0.479957 0.205 0.212 -0.253 -0.876
C -1.497461 -3.808240 -0.398886 -0.008 0.173 -0.119 -0.540
C -0.005234 -3.458437 -0.452419 0.207 0.183 -0.021 0.020
O 0.785122 -4.187399 0.165470 -0.452 0.352 -0.360 -0.649
O 0.289067 -2.392220 -1.122228 0.070 -0.458 0.669 -0.425
H -3.001195 -0.895613 0.405806 -0.063 -0.038 -0.016 0.189
H -2.654634 -1.544809 -1.083796 -0.067 0.059 -0.130 0.195
H -3.306405 -3.243428 0.620339 -0.158 -0.040 -0.017 0.477
H -1.845162 -2.766047 1.467858 0.026 0.076 0.003 0.336
H -1.907251 -3.794732 -1.416964 0.033 -0.010 0.089 0.340
H -1.594176 -4.813343 -0.000246 -0.062 -0.106 0.038 0.381
C -4.156655 1.930352 -0.880446 -0.035 -0.123 -0.092 -1.488
Sb -2.027069 2.099298 -0.896238 -0.305 0.593 -0.108 0.957
C -1.950106 3.802536 0.395127 0.114 -0.124 0.080 -1.462
C -1.789574 3.241907 -2.722056 -0.066 -0.342 -0.197 -1.463
C -2.469404 2.636046 -3.926850 0.063 0.061 0.070 0.671
C -3.809235 2.961418 -4.171509 0.085 -0.002 0.081 -0.543
C -4.507687 2.446693 -5.252333 0.054 -0.004 0.046 -0.709
C -3.859043 1.587702 -6.129294 0.055 -0.003 0.026 -0.718
C -2.530010 1.261452 -5.907256 0.084 -0.008 0.049 -0.617
C -1.808239 1.764852 -4.816630 0.087 0.036 -0.011 0.669
C -0.380631 1.333870 -4.625488 -0.166 0.093 0.109 -1.621
Sb -0.240564 -0.374806 -3.284781 0.163 0.071 -0.336 0.500
C -0.761469 -1.827095 -4.774448 -0.164 -0.084 0.071 -1.350
C 1.867381 -0.587973 -3.541805 0.060 -0.055 0.191 -1.164
H -4.597393 2.922310 -1.006779 0.027 -0.128 0.026 0.425
H -4.457024 1.513836 0.083969 -0.011 0.053 -0.098 0.456
H -4.491475 1.277751 -1.691655 0.008 0.103 0.130 0.397
H -2.617202 4.559444 -0.015483 0.001 0.024 0.026 0.633
H -0.932775 4.196210 0.443917 -0.091 -0.024 0.010 0.348
H -2.284721 3.523053 1.396502 0.041 0.043 -0.091 0.401
H -0.714045 3.370344 -2.849682 -0.071 0.018 -0.026 0.468
H -2.232380 4.206983 -2.472636 0.016 0.011 -0.067 0.811
H -4.309782 3.645216 -3.489596 0.051 -0.052 -0.077 0.347
H -5.544271 2.719655 -5.412238 0.059 -0.002 0.010 0.401
H -4.381786 1.184343 -6.989222 0.041 0.010 0.052 0.397
H -2.017297 0.602210 -6.603221 -0.049 0.055 0.059 0.413
H 0.259430 2.101296 -4.177779 -0.139 -0.071 -0.114 0.559
H 0.068011 1.010778 -5.568041 -0.060 0.090 0.039 0.721
H -0.109630 -1.701092 -5.642461 -0.070 -0.024 0.086 0.399
H -1.805119 -1.695911 -5.073501 0.133 -0.052 0.003 0.374
H -0.628952 -2.828314 -4.354970 -0.014 0.122 -0.085 0.365
H 2.088708 -0.631891 -4.609165 0.023 -0.007 0.047 0.513
H 2.194216 -1.509870 -3.050833 -0.051 0.151 -0.080 0.214
H 2.355824 0.277245 -3.087246 -0.028 -0.124 -0.051 0.279
C 3.145219 -0.744646 0.722511 -0.075 -0.313 0.043 -1.052
N 2.956646 -2.113696 1.205267 0.016 0.048 -0.162 0.283
C 3.528209 -3.144244 0.317758 0.099 0.153 0.115 -1.191
C 2.003989 -2.428168 2.109524 0.040 0.098 -0.409 0.462
S 0.695494 -1.366191 2.486075 0.173 -0.234 0.017 -0.480
N 2.104173 -3.599194 2.745071 0.038 -0.146 0.193 0.347
C 0.947115 -4.219244 3.393517 0.196 0.115 -0.031 -0.962
C 3.379465 -4.288964 2.944717 -0.223 0.049 0.016 -1.237
H 4.189607 -0.617957 0.441299 0.022 -0.012 -0.004 0.443
H 2.902894 -0.025386 1.496558 -0.037 0.026 0.105 0.530
H 2.543177 -0.547079 -0.174170 0.094 -0.070 0.007 -0.047
H 3.470137 -2.767968 -0.703784 -0.066 0.010 0.015 0.325
H 2.923383 -4.043478 0.362117 0.008 0.088 0.009 0.452
H 4.574377 -3.356988 0.551098 -0.008 0.090 0.043 0.279
H 0.059811 -4.071617 2.789209 -0.012 0.044 -0.074 0.204
H 0.780088 -3.809907 4.391811 0.030 0.001 -0.008 0.325
H 1.141604 -5.287500 3.465457 0.014 -0.010 -0.002 0.437
H 4.208617 -3.609478 2.777003 -0.015 0.052 -0.037 0.378
H 3.483116 -5.158726 2.292527 -0.026 0.044 -0.006 0.364
H 3.422008 -4.626383 3.980241 -0.031 0.000 0.023 0.453

=====

[2]
83
Properties=species:S:1:pos:R:3:forces:R:3:mulliken_charge:R:1 method="wB97M-V/def2-TZVPD" largest_force_ev_per_a=0.898 energy_ha=-4930.6667 relative_energy_kcal_mol=0.0 spin_multiplicity=5 homo_energy_ev="-13.0 / -14.9" total_charge=+2 orbital_gap_ha="0.23497 / 0.25039" lumo_ev="-6.57 / -8.05"
Ru 0.052258 1.672251 1.155529 -0.276 -0.347 -0.781 1.099
C -2.174017 0.602665 3.031289 0.008 -0.046 -0.026 -1.507
N -1.224745 1.727474 2.861851 0.027 -0.009 0.098 0.720
C -1.966391 2.985001 2.563129 0.024 0.019 0.013 -0.671
C -0.386905 1.879689 4.083164 0.075 -0.003 -0.046 -1.144
C 0.833457 2.724156 3.765793 0.017 -0.011 -0.008 -0.672
N 1.327438 2.301163 2.445162 -0.026 0.110 0.191 0.259
C 2.699333 2.187565 2.233499 0.069 -0.008 -0.040 -0.488
C 3.162667 1.244475 1.307332 -0.085 -0.008 0.012 -0.226
F 2.236769 0.495064 0.647509 0.141 0.138 0.276 1.081
C 4.502203 1.048644 1.052023 0.040 -0.022 -0.013 -0.189
F 4.855773 0.122394 0.172174 -0.005 0.003 -0.003 -0.247
C 5.454662 1.807522 1.709175 -0.025 -0.007 -0.005 -0.624
C 5.023808 2.760975 2.612417 0.004 0.007 0.009 0.157
F 5.898653 3.524059 3.241746 -0.008 -0.013 -0.013 -0.267
C 3.675053 2.962633 2.871535 -0.030 0.030 -0.004 0.862
F 3.315127 3.936460 3.703835 -0.019 -0.026 0.006 -0.283
H -2.783292 0.766756 3.922731 -0.003 0.003 -0.004 0.361
H -1.619085 -0.325674 3.141874 0.011 -0.030 -0.007 0.432
H -2.814194 0.524447 2.154919 0.001 0.003 0.005 0.442
H -2.924001 2.992538 3.086114 -0.014 -0.011 -0.025 0.390
H -2.937356 2.705643 0.864964 0.000 0.026 0.017 0.357
H -1.364744 3.830755 2.886200 -0.014 0.010 0.016 0.309
H -0.073676 0.877497 4.375690 -0.009 0.005 0.003 0.419
H -0.974085 2.305448 4.900620 0.003 0.001 0.003 0.323
H 1.585208 2.566608 4.536121 0.024 0.009 0.006 0.508
H 0.612062 3.793384 3.746756 -0.003 0.000 0.001 0.446
H 6.509521 1.664239 1.516929 -0.001 -0.002 0.001 0.551
O -0.434889 4.483978 -4.493482 -0.024 0.020 -0.002 -0.463
C 0.727608 4.602569 -3.835720 0.016 -0.014 0.016 0.556
O 1.641802 5.211017 -4.302024 -0.003 0.015 -0.005 -0.498
C 0.886788 3.958258 -2.500612 -0.034 -0.021 0.002 0.107
C 2.094618 3.980367 -1.852156 0.016 -0.013 0.000 -0.190
N 1.980265 3.333197 -0.691574 0.022 -0.050 -0.018 0.153
N 0.729152 2.820300 -0.496538 -0.009 -0.013 0.125 0.251
C 0.021345 3.234572 -1.609631 0.034 0.019 -0.056 0.171
C -1.314095 3.061192 -1.768381 -0.019 0.041 0.040 -0.558
O -2.444493 2.959616 -1.978659 0.006 -0.014 -0.005 -0.276
O -2.104998 3.094597 1.166842 -0.005 -0.014 -0.054 -0.403
H -1.094528 3.925647 -4.068699 0.021 -0.021 0.001 0.275
H 3.017102 4.430916 -2.183591 0.000 -0.001 0.008 0.583
H 2.707727 3.152035 -0.017743 -0.011 0.012 0.014 -0.115
C 0.545217 -2.129189 1.435452 0.048 0.050 0.002 -1.566
C -0.496272 -2.960507 0.675432 -0.040 0.029 0.005 2.908
C -1.705793 -3.132438 1.606522 0.004 -0.001 -0.043 -2.171
C 0.106371 -4.358401 0.423230 -0.052 -0.044 -0.032 -1.764
Si -0.983393 -2.212878 -1.017822 0.097 -0.055 0.018 -1.352
Br -1.445857 0.129984 -0.508338 0.023 0.303 0.494 -0.261
C -2.681522 -2.725890 -1.706935 0.001 -0.011 -0.001 2.335
C -2.916985 -2.160918 -3.116023 0.021 0.031 0.007 -1.910
C -3.873528 -2.288643 -0.839479 0.021 0.003 -0.036 -1.614
C -2.683014 -4.266568 -1.806544 -0.033 -0.007 -0.011 -1.709
C 0.435776 -2.019183 -2.272248 0.007 -0.012 -0.016 2.722
C 1.774118 -1.735839 -1.575184 -0.001 0.035 -0.066 -2.064
C 0.556720 -3.342908 -3.055455 0.006 -0.002 -0.024 -1.826
C 0.219810 -0.878428 -3.281457 0.041 -0.015 0.000 -1.635
H 0.769286 -2.627143 2.383570 -0.012 0.007 -0.008 0.558
H 0.164760 -1.128057 1.677457 -0.029 0.037 0.019 -0.291
H 1.479743 -2.011317 0.892480 -0.064 0.002 0.108 0.278
H -1.358618 -3.535545 2.562296 0.001 0.008 -0.006 0.567
H -2.442454 -3.830549 1.215203 0.007 -0.036 -0.021 0.464
H -2.214332 -2.187599 1.805264 -0.031 0.053 -0.013 0.287
H 0.343512 -4.816984 1.387114 0.000 0.005 -0.006 0.536
H 1.027636 -4.325628 -0.155956 0.040 0.022 -0.021 0.341
H -0.593955 -5.022773 -0.085486 0.063 0.006 0.011 0.350
H -2.913098 -1.068747 -3.131379 -0.001 0.004 -0.001 0.306
H -3.901939 -2.488192 -3.457974 0.003 0.005 0.004 0.604
H -2.190164 -2.523404 -3.841020 0.000 0.014 -0.010 0.356
H -3.940143 -1.203577 -0.749695 -0.015 -0.007 0.002 0.254
H -3.863418 -2.722392 0.156381 0.009 0.016 0.039 0.326
H -4.791034 -2.625977 -1.328322 0.011 -0.013 0.002 0.562
H -1.883900 -4.647538 -2.443856 0.010 -0.012 0.007 0.326
H -3.629511 -4.579959 -2.254632 0.008 -0.001 -0.003 0.567
H -2.610789 -4.756436 -0.836001 -0.027 0.020 0.029 0.330
H 2.097594 -2.543061 -0.919753 0.005 -0.029 -0.054 0.318
H 1.742060 -0.807832 -0.999671 -0.025 -0.141 -0.127 -0.011
H 2.545338 -1.616732 -2.340910 0.000 -0.004 -0.019 0.615
H 0.697331 -4.212066 -2.410611 -0.005 0.005 0.006 0.356
H 1.429907 -3.280857 -3.709992 0.001 -0.008 0.002 0.539
H -0.309185 -3.524723 -3.691763 0.015 -0.017 0.011 0.364
H 0.243971 0.099390 -2.797068 0.004 0.014 0.016 0.136
H -0.706593 -0.959194 -3.842672 -0.043 -0.010 -0.005 0.312
H 1.041440 -0.903393 -4.002265 -0.005 -0.009 -0.008 0.562

=====

[3]
88
Properties=species:S:1:pos:R:3:forces:R:3:mulliken_charge:R:1 method="wB97M-V/def2-TZVPD" largest_force_ev_per_a=0.314 energy_ha=-4601.7551 relative_energy_kcal_mol=3.1 homo_energy_ev=-7.0 orbital_gap_ha=0.26767 lumo_ev=0.32
Ca -0.041291 0.299500 0.904632 -0.180 0.047 0.008 1.741
C -4.051955 2.695873 1.592880 0.035 0.023 0.051 -1.071
C -2.977621 1.652995 1.636078 -0.024 -0.084 -0.084 0.791
N -1.724796 1.954942 1.619628 -0.140 0.110 0.189 0.318
N -1.429242 3.268375 1.587209 0.026 0.028 0.061 -1.061
C -0.142971 3.534230 1.773577 0.109 -0.052 -0.290 0.337
N 0.177486 4.840415 1.612174 -0.021 0.022 0.116 -0.352
S 1.148329 2.466409 2.207927 -0.051 0.081 0.078 -0.493
C -3.291256 0.210008 1.737311 0.143 0.126 0.062 -0.185
C -4.567215 -0.254532 2.058950 0.017 -0.017 0.012 -0.709
C -4.778572 -1.613787 2.213836 0.021 -0.007 -0.007 -0.552
C -3.719564 -2.487277 2.036406 0.032 0.023 -0.042 -1.010
C -2.487080 -1.948390 1.699984 -0.017 -0.012 0.014 -0.334
N -2.267844 -0.645800 1.559798 -0.227 -0.155 0.020 0.131
H -3.784680 3.444331 0.847643 0.007 -0.007 0.009 0.018
H -4.118465 3.225116 2.546819 -0.014 -0.004 -0.008 0.292
H -5.028608 2.284133 1.350235 -0.024 -0.030 -0.008 0.452
H -0.499253 5.429912 1.154099 -0.007 0.010 0.009 0.196
H 1.151641 5.073327 1.548940 -0.007 0.003 0.022 0.257
H -5.376624 0.440374 2.222957 -0.008 0.023 -0.015 0.373
H -5.760971 -1.982845 2.479774 0.000 -0.001 -0.009 0.431
H -3.836595 -3.556040 2.147111 -0.006 -0.001 -0.005 0.465
H -1.630702 -2.589480 1.525191 -0.001 -0.008 0.013 0.498
O 2.252240 1.475710 -2.254546 0.002 0.017 0.037 -0.793
C 1.189739 1.861432 -1.756222 -0.038 -0.029 -0.137 -0.762
O 0.376561 1.157592 -1.083843 0.208 -0.064 -0.094 0.860
C 0.800564 3.323102 -1.972825 0.065 -0.004 -0.013 0.698
C 1.724776 4.176524 -2.632122 0.004 0.015 0.026 -0.865
C 1.409996 5.489411 -2.792741 0.012 -0.011 -0.009 -0.864
C 0.174417 5.970382 -2.295693 0.004 0.023 0.014 1.128
C -0.229934 7.323752 -2.390147 0.003 0.004 -0.009 -0.848
C -1.427906 7.727233 -1.873700 0.002 0.003 -0.010 -0.423
C -2.279625 6.794247 -1.238978 -0.015 -0.012 -0.006 -0.377
C -1.918754 5.480329 -1.143584 0.010 -0.003 0.028 -0.044
C -0.678521 5.037984 -1.668248 -0.086 0.011 -0.040 -0.528
N -0.356212 3.725009 -1.525906 -0.007 -0.029 0.041 0.013
H 2.653910 3.749047 -2.978642 0.001 0.001 -0.003 0.529
H 2.087826 6.175223 -3.288570 0.003 0.000 0.004 0.388
H 0.428964 8.033960 -2.876406 0.001 -0.001 0.000 0.373
H -1.729987 8.763996 -1.948731 0.002 0.000 0.010 0.386
H -3.223976 7.127678 -0.827206 0.003 0.007 0.000 0.399
H -2.536567 4.744811 -0.643946 0.019 0.010 -0.026 0.348
C 4.026034 -2.579809 3.591620 0.011 0.004 -0.019 -0.995
N 3.043498 -3.201843 2.703419 -0.091 0.003 0.000 0.247
C 2.241374 -4.216219 3.385392 0.005 0.018 -0.003 -0.842
P 2.293619 -2.204271 1.624970 0.076 -0.015 -0.012 0.359
O 1.279844 -1.254593 2.143885 0.155 -0.026 -0.027 -1.112
O 1.609307 -3.337894 0.674347 -0.075 0.061 -0.027 -0.126
P 0.617674 -2.971291 -0.556301 0.072 -0.003 0.145 -1.197
O -0.115007 -1.709933 -0.346891 -0.051 -0.151 -0.018 0.203
N 1.547164 -2.885779 -1.892236 -0.005 -0.029 -0.070 1.373
C 2.210667 -4.070315 -2.406107 0.003 0.023 -0.016 -1.061
C 1.549923 -1.710347 -2.763881 0.039 0.097 0.048 -0.719
N -0.343540 -4.308190 -0.547099 0.074 0.014 0.035 0.585
C 0.074624 -5.643504 -0.158751 0.033 -0.023 0.040 -0.972
C -1.453582 -4.275215 -1.493853 -0.020 -0.028 -0.028 -0.900
N 3.468411 -1.475279 0.773110 -0.026 -0.055 -0.014 0.609
C 4.407605 -2.267086 -0.008412 0.002 0.013 0.005 -1.034
C 3.445319 -0.044270 0.447219 0.043 -0.015 0.029 -0.793
H 4.689319 -3.356393 3.974075 0.008 0.001 0.003 0.344
H 3.547937 -2.077767 4.438294 0.001 0.006 0.002 0.324
H 4.620814 -1.853135 3.042235 -0.009 -0.003 0.009 0.305
H 2.904513 -4.999476 3.755357 -0.002 0.004 -0.001 0.361
H 1.530217 -4.663798 2.696530 -0.008 -0.008 -0.006 0.095
H 1.692010 -3.794281 4.233210 0.003 0.000 -0.002 0.312
H 2.330641 -4.821122 -1.624636 -0.008 -0.004 0.010 0.301
H 3.207767 -3.804988 -2.764152 0.001 -0.005 0.000 0.388
H 1.657555 -4.516704 -3.239261 0.006 0.001 -0.003 0.237
H 1.064267 -0.872412 -2.266902 -0.001 -0.035 -0.048 -0.122
H 1.035672 -1.930152 -3.703337 -0.006 0.001 -0.014 0.272
H 2.576843 -1.409953 -2.984249 -0.010 -0.025 0.002 0.313
H 0.919890 -5.596871 0.523509 -0.017 0.001 -0.012 0.196
H 0.356988 -6.249930 -1.027060 -0.005 0.010 -0.003 0.294
H -0.750093 -6.148188 0.349806 -0.003 0.007 -0.004 0.311
H -1.732348 -3.245572 -1.707667 -0.023 0.041 -0.019 0.120
H -2.320050 -4.771640 -1.052736 -0.001 0.001 0.005 0.390
H -1.200567 -4.784899 -2.430604 -0.002 0.015 0.005 0.287
H 4.353810 -3.316466 0.278065 -0.006 0.006 0.002 0.327
H 5.425920 -1.912624 0.165486 0.004 0.004 0.002 0.361
H 4.187242 -2.177883 -1.075530 0.002 -0.001 -0.012 0.196
H 2.879564 0.508595 1.194351 -0.029 -0.010 -0.014 -0.020
H 3.034786 0.144407 -0.547454 -0.036 0.030 -0.023 0.280
H 4.469791 0.332259 0.473893 0.007 -0.010 0.010 0.334
Cl -2.418952 0.484955 -1.759598 -0.010 -0.010 -0.003 0.003
C -4.114639 0.022969 -1.742723 -0.001 0.086 -0.020 -0.182
Cl -4.362203 -1.738339 -1.805694 0.029 -0.041 0.047 -0.184
H -4.603872 0.446431 -2.611861 0.007 0.011 0.009 0.452
H -4.565397 0.379608 -0.822840 0.007 -0.016 -0.001 -0.069